[1]
A cluster of 7 separate species, C7H26NO6 in total in a non-equilibrium geometry, computed with ωB97M-V/def2-TZVPD.

The HOMO energy is -11.631 eV. As for the relative energy (zero: lowest compared OMol25 entry of this formula, charge and spin): 0.326 eV. As for the total charge: +1. The electronic energy is -21448.9803 eV. The calculation puts the frontier orbital gap at 0.330 Ha. As for the LUMO energy: -2.6 eV.

Atoms and positions in Å:
C (-1.180703, -0.863601, -1.652728)
C (0.267884, -0.898667, -2.060245)
C (0.966603, -2.239901, -1.854295)
C (0.141727, -3.189997, 0.280923)
C (1.164645, -2.636310, -0.381797)
C (2.395446, -2.326428, 0.365935)
C (3.092331, -1.216382, 0.168811)
N (-1.282699, -0.418407, -0.174560)
H (-1.731932, -1.799844, -1.644410)
H (-1.851094, -0.126885, -2.095863)
H (0.353041, -0.720255, -3.133603)
H (0.802578, -0.057670, -1.617035)
H (1.929400, -2.266790, -2.354942)
H (0.407757, -3.106815, -2.207653)
H (-0.046828, -3.513277, 1.291802)
H (-0.728586, -3.418406, -0.339752)
H (2.647827, -3.087030, 1.095549)
H (2.923109, -0.609266, -0.711813)
H (3.741165, -0.770372, 0.911734)
H (-0.744189, 0.381238, 0.153396)
H (-0.952729, -1.231739, 0.351267)
H (-2.272608, -0.379418, 0.018158)
H (0.260120, 2.063566, 0.930234)
H (1.637053, 1.784565, 0.604889)
O (0.793775, 1.310680, 0.617435)
H (1.772500, 3.456062, -0.995155)
H (2.798688, 2.854518, -2.090400)
O (2.162961, 2.672734, -1.390480)
H (-3.893903, 1.363198, 1.728656)
H (-2.560275, 1.971872, 1.501660)
O (-3.096972, 1.225661, 1.189665)
H (0.232292, 3.062319, -1.578405)
H (-1.259391, 3.176354, -1.227529)
O (-0.391689, 3.512922, -0.983652)
H (-3.249720, -2.315787, 2.298335)
H (-2.967647, -0.868740, 1.887024)
O (-2.654445, -1.776686, 1.763603)
H (0.011497, 3.833189, 2.543730)
H (-0.468716, 2.931202, 3.756074)
O (-0.565025, 3.116813, 2.819587)

Atoms 1-6, force components in eV/Å:
-0.6 1.4 1.7
0.2 -0.2 -1.4
0.4 -0.8 1.6
-1.1 -0.4 -1.3
0.1 0.1 0.5
-0.1 -0.2 -0.3

Quick look at the natural (NBO) charges, all values in e:
1. C -0.197
2. C -0.449
3. C -0.441
4. C -0.458
5. C 0.017
6. C -0.225
7. C -0.354
8. N -0.715
9. H 0.222
10. H 0.214
11. H 0.240
12. H 0.244
13. H 0.235
14. H 0.231
15. H 0.231
16. H 0.179
17. H 0.222
18. H 0.183
19. H 0.214
20. H 0.459
21. H 0.464
22. H 0.444
23. H 0.489
24. H 0.501
25. O -0.974
26. H 0.489
27. H 0.502
28. O -0.977
29. H 0.493
30. H 0.502
31. O -0.984
32. H 0.486
33. H 0.478
34. O -0.972
35. H 0.493
36. H 0.482
37. O -0.972
38. H 0.489
39. H 0.496
40. O -0.980


[2]
A cluster of 6 separate species, C7H27NO5 in total in a non-equilibrium geometry, computed with ωB97M-V/def2-TZVPD.

The HOMO energy is -9.259 eV. As for the relative energy (zero: lowest compared OMol25 entry of this formula, charge and spin): 1.271 eV. As for the total charge: 0. The electronic energy is -19424.2590 eV. The calculation puts the frontier orbital gap at 0.352 Ha. As for the LUMO energy: 0.3 eV.

Atoms and positions in Å:
C (2.425877, -2.248193, -0.601677)
C (1.372273, -1.749670, 0.398006)
C (1.985421, -1.572068, 1.794849)
C (0.223989, -2.746992, 0.460016)
C (-1.160164, -2.041593, 0.578615)
N (-1.405824, -1.190785, -0.574121)
C (-1.433916, -1.899078, -1.845528)
C (-2.734005, -0.575632, -0.399968)
H (2.593923, -3.309551, -0.415060)
H (2.163663, -2.031709, -1.641210)
H (3.402488, -1.753784, -0.534281)
H (1.079969, -0.759457, 0.084630)
H (1.180435, -1.156808, 2.413403)
H (2.780167, -0.826161, 1.817394)
H (2.170779, -2.510737, 2.287477)
H (0.310941, -3.370773, 1.336776)
H (0.073666, -3.371847, -0.419611)
H (-1.239069, -1.404628, 1.454681)
H (-1.877525, -2.855980, 0.737995)
H (-2.299833, -2.562243, -1.978077)
H (-1.491724, -1.155763, -2.643324)
H (-0.507461, -2.417593, -2.041435)
H (-3.139681, -0.110131, -1.291996)
H (-2.683152, 0.201732, 0.348903)
H (-3.460135, -1.308644, -0.030522)
O (0.506215, 1.807299, -0.877576)
H (1.385481, 1.746838, -0.469920)
H (0.061717, 1.096098, -0.393632)
O (-0.398815, 2.036469, -3.816937)
H (-0.128983, 2.223502, -2.908475)
H (-0.576079, 1.088516, -3.808460)
O (-1.690114, 1.492440, 2.054316)
H (-1.210681, 2.294526, 1.818879)
H (-1.206779, 0.754942, 1.666525)
O (0.156764, 4.164970, 0.849120)
H (0.424419, 3.507705, 0.184987)
H (-0.804564, 4.296181, 0.804579)
O (1.929372, 2.237362, 1.944635)
H (2.594041, 2.415939, 2.624580)
H (1.146769, 2.552155, 2.430385)

Atoms 1-6, force components in eV/Å:
0.5 0.4 -0.1
1.7 -0.7 -0.1
-1.5 0.7 0.0
-1.8 1.4 0.1
1.2 -0.5 -0.1
-1.2 0.1 -0.3

Quick look at the natural (NBO) charges, all values in e:
1. C -0.605
2. C -0.229
3. C -0.601
4. C -0.406
5. C -0.206
6. N -0.461
7. C -0.422
8. C -0.431
9. H 0.203
10. H 0.208
11. H 0.207
12. H 0.191
13. H 0.198
14. H 0.217
15. H 0.203
16. H 0.211
17. H 0.208
18. H 0.179
19. H 0.170
20. H 0.175
21. H 0.196
22. H 0.202
23. H 0.207
24. H 0.212
25. H 0.172
26. O -0.967
27. H 0.493
28. H 0.486
29. O -0.949
30. H 0.487
31. H 0.461
32. O -0.940
33. H 0.475
34. H 0.465
35. O -0.975
36. H 0.499
37. H 0.469
38. O -0.955
39. H 0.474
40. H 0.481


[3]
A cluster of 6 separate species, C7H27NO5 in total, computed with ωB97M-V/def2-TZVPD.

The HOMO energy is -9.360 eV. As for the relative energy (zero: lowest compared OMol25 entry of this formula, charge and spin): 0.000 eV. As for the total charge: 0. The electronic energy is -19425.5304 eV. The calculation puts the frontier orbital gap at 0.353 Ha. As for the LUMO energy: 0.2 eV.

Atoms and positions in Å:
C (0.054033, -0.780000, -2.918406)
C (1.209325, -0.105637, -2.180284)
C (0.762504, 0.871225, -1.102761)
N (-0.005592, 0.181267, -0.051589)
C (-0.095510, 0.877847, 1.249531)
C (-1.305895, 0.334344, 1.996306)
C (1.158309, 0.715141, 2.138138)
C (2.261032, 1.757877, 1.948196)
H (-0.523880, -0.030792, -3.468134)
H (0.428126, -1.515786, -3.628206)
H (-0.643052, -1.254201, -2.224716)
H (1.848866, -0.871369, -1.728925)
H (1.854208, 0.404708, -2.898280)
H (0.108155, 1.627315, -1.545988)
H (1.627212, 1.385150, -0.685726)
H (0.314869, -0.776253, 0.070670)
H (-0.232651, 1.941299, 1.040598)
H (-1.178327, -0.714737, 2.274147)
H (-2.220947, 0.429454, 1.414330)
H (-1.463790, 0.884985, 2.924830)
H (1.568565, -0.292145, 2.006614)
H (0.849185, 0.740763, 3.186615)
H (3.083565, 1.553101, 2.635555)
H (1.869586, 2.754543, 2.137641)
H (2.706952, 1.737796, 0.955722)
O (-2.071728, 3.261828, -0.714626)
H (-2.889223, 3.655831, -0.395321)
H (-2.273785, 2.305168, -0.744670)
O (2.929508, -2.341622, 0.506101)
H (2.926062, -1.386615, 0.386982)
H (1.996595, -2.618531, 0.454914)
O (0.106657, -3.037879, 0.372095)
H (-0.141117, -3.630196, -0.356155)
H (-0.192474, -3.493768, 1.168706)
O (-2.794364, -2.228287, -0.079500)
H (-3.017626, -1.330110, -0.385403)
H (-1.848731, -2.151269, 0.101226)
O (-2.568194, 0.475440, -1.067325)
H (-2.556983, 0.389658, -2.029013)
H (-1.639445, 0.274459, -0.763889)

Atoms 1-6, force components in eV/Å:
0.0 0.3 0.1
0.1 -0.2 0.0
-0.1 -0.2 0.1
-0.1 0.3 -0.2
0.3 -0.5 0.2
-0.3 0.3 0.2

Quick look at the natural (NBO) charges, all values in e:
1. C -0.614
2. C -0.409
3. C -0.217
4. N -0.687
5. C -0.057
6. C -0.610
7. C -0.413
8. C -0.605
9. H 0.199
10. H 0.218
11. H 0.202
12. H 0.196
13. H 0.214
14. H 0.197
15. H 0.185
16. H 0.380
17. H 0.212
18. H 0.200
19. H 0.222
20. H 0.212
21. H 0.195
22. H 0.206
23. H 0.213
24. H 0.208
25. H 0.195
26. O -0.974
27. H 0.465
28. H 0.491
29. O -0.956
30. H 0.462
31. H 0.487
32. O -0.968
33. H 0.497
34. H 0.495
35. O -0.972
36. H 0.492
37. H 0.465
38. O -1.015
39. H 0.481
40. H 0.507


[4]
A cluster of 9 separate species, C7H27NO8 in total in a non-equilibrium geometry, computed with ωB97M-V/def2-TZVPD.

The HOMO energy is -8.540 eV. As for the relative energy (zero: lowest compared OMol25 entry of this formula, charge and spin): 0.873 eV. As for the total charge: 0. The electronic energy is -25567.0746 eV. The calculation puts the frontier orbital gap at 0.320 Ha. As for the LUMO energy: 0.2 eV.

Atoms and positions in Å:
C (-0.788240, 1.200100, -2.330821)
C (-0.714547, 0.055766, -1.248053)
C (0.391653, 0.109214, -0.245384)
C (0.947136, -1.040992, 0.276234)
N (1.811713, -0.730485, 1.269684)
C (1.828214, 0.626665, 1.426437)
C (0.921140, 1.180379, 0.542642)
C (0.694404, 2.647368, 0.366659)
H (-1.386708, 0.778462, -3.136676)
H (-1.348619, 2.042908, -1.930900)
H (0.175117, 1.542739, -2.697149)
H (-0.674154, -0.875445, -1.802913)
H (-1.641787, 0.276448, -0.713739)
H (0.775002, -2.032894, -0.088492)
H (2.301794, -1.384990, 1.850604)
H (2.562280, 1.160877, 2.011109)
H (0.289647, 2.892070, -0.626027)
H (-0.233459, 2.968637, 0.861398)
H (1.589050, 3.250924, 0.496810)
O (-4.434152, -0.165743, 1.065344)
H (-4.275585, -1.120862, 1.098853)
H (-4.058821, 0.020937, 0.196208)
O (-1.654399, -0.126805, 3.469658)
H (-2.524503, 0.292099, 3.578867)
H (-1.172035, 0.660208, 3.125049)
O (-2.141957, -2.029727, 1.430585)
H (-1.944300, -1.413575, 2.162249)
H (-2.044249, -2.916689, 1.792638)
O (-0.077248, 2.209862, 3.493889)
H (0.420143, 2.097897, 4.312467)
H (0.595746, 2.004283, 2.818719)
O (2.933809, -0.514346, -2.237647)
H (2.416104, -1.254463, -1.913656)
H (3.100232, 0.027342, -1.457602)
O (-2.445026, -2.697318, -2.969948)
H (-1.977704, -1.998408, -3.429252)
H (-2.204867, -2.533345, -2.047769)
O (2.149634, -3.781276, -0.518170)
H (3.035436, -3.787914, -0.891790)
H (1.548733, -4.177532, -1.151523)
O (2.693183, 2.410590, -2.132014)
H (2.504010, 1.635967, -2.664318)
H (2.058181, 2.491066, -1.412260)

Atoms 1-6, force components in eV/Å:
0.0 -0.8 0.6
0.1 2.2 -0.6
0.1 -0.6 1.0
-0.6 0.2 -0.8
0.3 0.1 0.1
-0.2 0.6 -0.3

Quick look at the natural (NBO) charges, all values in e:
1. C -0.604
2. C -0.410
3. C -0.109
4. C -0.042
5. N -0.501
6. C -0.131
7. C -0.104
8. C -0.694
9. H 0.205
10. H 0.200
11. H 0.208
12. H 0.195
13. H 0.212
14. H 0.228
15. H 0.420
16. H 0.213
17. H 0.231
18. H 0.242
19. H 0.231
20. O -0.946
21. H 0.483
22. H 0.462
23. O -0.973
24. H 0.480
25. H 0.501
26. O -0.995
27. H 0.508
28. H 0.466
29. O -0.953
30. H 0.477
31. H 0.483
32. O -0.955
33. H 0.475
34. H 0.482
35. O -0.931
36. H 0.464
37. H 0.471
38. O -0.955
39. H 0.482
40. H 0.480
41. O -0.962
42. H 0.488
43. H 0.474


[5]
A structure of composition C7H28BeN14O7 in a non-equilibrium geometry, computed with ωB97M-V/def2-TZVPD.

The HOMO energy is -14.837 eV. As for the total charge: +2. The electronic energy is -43301.9454 eV. The calculation puts the frontier orbital gap at 0.320 Ha. As for the LUMO energy: -6.1 eV.

Atoms and positions in Å:
Be (-0.422087, 0.930078, 0.161350)
C (-2.653623, -1.203889, -1.546047)
O (-2.140631, -0.207599, -1.037347)
N (-3.678331, -1.124030, -2.441371)
N (-2.265050, -2.468997, -1.316976)
H (-4.112404, -1.899444, -2.905922)
H (-4.093636, -0.226620, -2.625360)
H (-1.492947, -2.542394, -0.669319)
H (-2.943680, -3.187019, -1.487724)
C (0.855855, -2.700259, 0.990055)
O (0.168347, -1.843588, 0.433210)
N (0.611480, -3.106677, 2.281408)
N (2.118086, -3.053991, 0.619860)
H (-0.008399, -2.578186, 2.873218)
H (1.173108, -3.796604, 2.745340)
H (2.661735, -3.720646, 1.135551)
H (2.277328, -2.978937, -0.375334)
C (0.995084, 0.627531, 3.246203)
O (1.173439, 0.776779, 2.032532)
N (1.482234, -0.445847, 3.921878)
N (0.143542, 1.367495, 4.004975)
H (1.486991, -0.463134, 4.926293)
H (2.033842, -1.137942, 3.445574)
H (0.121691, 1.272199, 5.003692)
H (-0.319857, 2.157525, 3.591500)
C (1.511321, -0.836142, -2.392234)
O (0.917988, -0.003819, -1.702927)
N (2.476203, -0.562227, -3.317915)
N (1.265614, -2.152143, -2.308587)
H (2.524086, 0.416749, -3.545985)
H (3.089525, -1.247752, -3.709698)
H (1.620473, -2.810542, -2.974642)
H (0.597092, -2.389341, -1.589082)
C (-3.055347, -0.961976, 2.100234)
O (-2.037985, -0.308802, 1.831584)
N (-4.274821, -0.452920, 2.350510)
N (-2.941668, -2.286012, 2.332202)
H (-5.133490, -0.950943, 2.494992)
H (-4.363741, 0.538770, 2.195252)
H (-2.045434, -2.679557, 2.104519)
H (-3.659396, -2.877480, 2.709193)
C (2.687970, 2.652831, -0.212786)
O (1.500330, 2.322356, -0.289638)
N (3.471257, 2.590084, -1.326554)
N (3.414212, 2.898690, 0.919077)
H (2.992166, 2.289636, -2.155596)
H (4.419264, 2.903297, -1.240887)
H (4.290285, 3.344973, 0.726283)
H (2.992234, 2.804576, 1.824042)
C (-0.798021, 3.251747, -2.378757)
O (-1.064361, 2.298902, -1.631497)
N (0.452495, 3.731246, -2.551006)
N (-1.674499, 3.845604, -3.214095)
H (1.205844, 3.402586, -1.982640)
H (0.513196, 4.633260, -2.986991)
H (-2.652223, 3.608822, -3.196636)
H (-1.412686, 4.539721, -3.886977)

Atoms 1-6, force components in eV/Å:
0.8 -0.8 -2.2
-0.6 0.0 -0.7
0.7 0.9 0.5
-0.3 1.0 0.1
0.7 0.0 0.4
0.2 -0.2 0.1

Quick look at the natural (NBO) charges, all values in e:
1. Be 1.719
2. C 0.803
3. O -0.738
4. N -0.827
5. N -0.840
6. H 0.404
7. H 0.411
8. H 0.422
9. H 0.404
10. C 0.789
11. O -0.713
12. N -0.855
13. N -0.820
14. H 0.411
15. H 0.400
16. H 0.404
17. H 0.410
18. C 0.800
19. O -0.749
20. N -0.823
21. N -0.807
22. H 0.404
23. H 0.416
24. H 0.407
25. H 0.413
26. C 0.799
27. O -0.721
28. N -0.835
29. N -0.855
30. H 0.401
31. H 0.412
32. H 0.407
33. H 0.419
34. C 0.796
35. O -0.751
36. N -0.817
37. N -0.830
38. H 0.414
39. H 0.411
40. H 0.402
41. H 0.409
42. C 0.803
43. O -0.752
44. N -0.830
45. N -0.816
46. H 0.410
47. H 0.407
48. H 0.399
49. H 0.425
50. C 0.806
51. O -0.753
52. N -0.822
53. N -0.811
54. H 0.416
55. H 0.393
56. H 0.415
57. H 0.406


Question: Look up the LUMO energy of the fourth one.
Answer: 0.2 eV